Molecular formula: C48H121N17O12
Method: DFT, ωB97M-V/def2-TZVPD

Results
energy	-3734.7308	Eh
orbital gap	0.288	Eh
LUMO level	0.0000	Eh
structure (SMILES)	CC1(C)CCCC(C)(C)N1O.CC1(C)CCCC(C)(C)N1O.CC1(C)CCCC(C)(C)N1O.COC[C@H](C)N.COC[C@H](C)N.COC[C@H](C)N.COC[C@H](C)N.NC(N)=O.NC(N)=O.NC(N)=O.NC(N)=O.NC(N)=O
energy above the lowest of the compared OMol25 structures with the same formula, charge and spin	180.9	kcal per mole
highest occupied orbital energy	-7.8	eV

XYZ file:
```
198
Properties=species:S:1:pos:R:3:forces:R:3:mulliken_charge:R:1
C 5.704 -2.088 -11.526 0.58 -0.44 -1.00 -1.7067
C 6.029 -2.613 -10.123 -1.61 0.85 -0.20 1.4700
C 6.331 -4.144 -10.109 -0.88 0.20 0.07 -1.9271
C 7.244 -1.916 -9.509 -0.01 0.16 -1.00 -1.1787
C 7.125 -0.435 -9.099 0.40 -1.88 -0.30 -0.7293
C 5.995 -0.273 -8.094 0.46 0.38 -1.64 -1.0604
C 4.602 -0.807 -8.654 3.24 -2.56 0.85 1.5472
C 3.793 -1.029 -7.370 -0.50 -0.62 -1.23 -1.9799
C 4.021 0.140 -9.623 -0.62 0.74 -0.59 -1.7443
N 4.877 -2.218 -9.310 0.70 1.40 2.72 0.3065
O 3.695 -2.918 -9.665 0.52 0.16 0.25 -0.4405
H 4.721 -2.273 -11.959 -0.47 -0.35 0.94 0.3020
H 5.789 -1.002 -11.541 0.51 -0.05 -0.25 0.3307
H 6.307 -2.611 -12.268 0.71 0.59 -0.20 0.4423
H 5.508 -4.822 -10.334 -0.60 0.47 -0.17 0.4681
H 7.029 -4.401 -10.906 0.53 0.22 0.39 0.3850
H 6.631 -4.461 -9.111 0.56 0.11 -0.09 0.4212
H 7.563 -2.456 -8.618 -0.03 -0.18 -0.02 0.3882
H 7.997 -2.041 -10.287 0.51 0.08 0.19 0.3906
H 8.109 -0.303 -8.649 -0.09 0.76 0.26 0.3664
H 7.053 0.254 -9.941 -0.15 -0.09 -0.09 0.3520
H 6.035 0.811 -7.995 -1.06 0.18 0.63 0.3814
H 6.303 -0.715 -7.146 -0.40 -0.23 -0.02 0.4236
H 3.829 -0.170 -6.699 -0.32 0.19 -0.32 0.4122
H 4.187 -1.879 -6.813 0.02 -0.04 -0.18 0.4399
H 2.809 -1.276 -7.767 -0.48 0.09 0.85 0.4413
H 3.331 -0.279 -10.357 -0.37 -0.40 0.49 0.3103
H 4.775 0.578 -10.277 0.16 0.43 0.39 0.3388
H 3.504 0.859 -8.988 -0.06 0.62 -0.60 0.4689
H 3.973 -3.655 -9.117 -1.28 -0.78 -0.13 0.3795
C 6.135 5.715 5.212 0.92 -0.79 -0.60 -1.6831
C 7.036 5.327 3.954 -0.52 1.11 0.04 1.1157
C 6.722 6.310 2.736 0.30 -1.48 -0.01 -1.5510
C 8.501 5.650 4.368 0.72 -0.11 -0.82 -0.9643
C 9.552 4.989 3.463 -0.80 0.99 -1.36 -0.7142
C 9.295 3.550 3.301 -0.49 -1.14 2.03 -1.1570
C 7.867 3.073 2.905 1.97 -0.86 -0.24 1.4839
C 7.865 3.222 1.386 -2.39 0.75 -1.09 -1.8357
C 7.780 1.504 3.238 -0.14 0.36 -0.76 -1.7300
N 6.881 3.831 3.720 2.77 1.41 0.21 0.3657
O 5.586 3.397 3.573 -0.90 -0.09 -0.43 -0.4675
H 5.057 5.581 5.120 0.13 -0.12 -0.42 0.3062
H 6.500 5.051 5.995 -0.23 -0.07 0.22 0.4771
H 6.310 6.728 5.574 0.19 0.12 -0.39 0.3757
H 7.376 6.094 1.892 -0.18 -0.67 -0.20 0.3662
H 5.684 6.177 2.429 0.04 0.34 -0.09 0.3356
H 7.024 7.349 2.864 -0.65 0.10 0.93 0.3863
H 8.719 6.691 4.131 -0.62 0.38 0.82 0.3464
H 8.651 5.449 5.428 0.15 -0.10 -0.02 0.3677
H 9.493 5.454 2.479 -0.34 0.35 -0.32 0.3138
H 10.608 5.171 3.664 -0.10 0.00 0.90 0.4132
H 9.329 3.247 4.347 0.75 -0.92 0.16 0.3753
H 10.099 3.131 2.696 -0.36 -0.63 0.03 0.4304
H 8.397 2.504 0.761 0.29 -0.17 0.62 0.4021
H 8.087 4.218 1.001 0.65 0.18 0.45 0.3061
H 6.828 3.175 1.054 -0.37 -0.47 -0.16 0.4313
H 8.312 1.093 4.096 -0.35 0.87 0.72 0.3468
H 8.244 0.867 2.486 0.17 0.57 -0.71 0.3830
H 6.752 1.146 3.201 -0.13 0.20 0.38 0.4211
H 5.516 2.790 4.313 -0.48 -0.10 0.09 0.3529
C -2.442 0.891 -1.324 -0.92 -0.04 -0.70 -1.9438
C -1.606 1.375 -0.148 -0.53 -2.10 2.48 1.6684
C -1.457 0.216 0.998 -0.81 -0.02 -1.85 -1.7418
C -0.157 1.597 -0.617 1.40 3.04 0.63 -1.1818
C 0.656 2.620 0.356 -2.15 -0.99 -0.35 -0.7478
C -0.220 3.873 0.702 1.23 -1.67 -0.21 -1.4458
C -1.678 3.629 1.165 -0.95 0.84 -0.84 1.7753
C -1.663 3.295 2.668 1.82 -0.55 0.83 -1.5642
C -2.472 4.963 0.865 -1.19 -1.33 1.05 -1.8398
N -2.368 2.540 0.405 1.87 1.80 -1.47 -0.0883
O -3.660 2.298 0.933 1.41 -0.48 -0.46 -0.3755
H -2.655 1.737 -1.978 0.62 0.21 -0.21 0.4566
H -2.049 0.076 -1.931 0.49 0.01 0.21 0.3960
H -3.473 0.606 -1.116 0.09 -0.26 0.86 0.3690
H -0.799 -0.554 0.596 0.42 0.15 0.16 0.4056
H -1.122 0.528 1.987 0.01 0.19 -0.22 0.3247
H -2.391 -0.344 1.044 -0.35 0.33 0.51 0.4446
H 0.471 0.707 -0.655 -0.67 -0.34 0.03 0.4698
H -0.149 2.005 -1.628 -0.11 0.19 -0.10 0.4066
H 0.905 2.010 1.224 -0.07 0.20 0.37 0.2950
H 1.605 3.016 -0.005 -0.07 -0.39 -0.51 0.4481
H -0.069 4.497 -0.179 -0.77 0.35 0.10 0.4077
H 0.341 4.300 1.533 -0.34 0.65 -0.03 0.4413
H -2.015 2.306 2.961 -0.86 0.16 -0.15 0.1513
H -1.884 4.024 3.448 -0.87 0.27 -0.51 0.4103
H -0.618 3.117 2.920 0.44 -0.02 -0.06 0.4010
H -2.203 5.767 1.550 0.59 0.25 -0.53 0.3985
H -3.511 4.791 1.145 -0.17 -0.34 0.36 0.4186
H -2.640 5.198 -0.186 1.08 0.20 -0.06 0.4344
H -3.420 1.973 1.804 -0.65 -0.35 0.66 0.3973
C -7.471 -3.457 -1.219 -0.30 0.16 0.96 -0.6318
O -8.155 -3.409 0.092 -0.68 -0.98 -2.67 -0.3907
C -7.432 -2.964 1.185 1.20 -0.11 -0.51 -0.7575
C -6.229 -3.879 1.513 1.23 1.54 1.78 0.6039
C -6.426 -5.366 1.522 -1.63 0.86 -0.39 -1.2269
N -5.654 -3.409 2.794 0.08 0.43 -0.19 -0.5551
H -6.820 -4.323 -1.336 0.17 -0.06 0.45 0.2140
H -6.898 -2.559 -1.450 0.15 0.21 0.48 0.2876
H -8.173 -3.544 -2.049 -0.62 0.01 0.58 0.2767
H -7.159 -1.934 0.952 0.81 0.20 0.33 0.3965
H -8.099 -2.878 2.043 -0.24 -0.47 0.03 0.3619
H -5.397 -3.747 0.821 -0.20 0.58 -0.52 0.1430
H -5.692 -5.818 2.190 0.15 -0.35 -0.72 0.4182
H -6.402 -5.523 0.443 0.22 -1.50 0.23 0.2415
H -7.428 -5.581 1.892 -0.05 -0.38 0.04 0.2601
H -5.106 -4.131 3.240 -0.13 0.16 0.17 0.1753
H -6.291 -2.969 3.443 -0.11 -0.28 -0.03 0.1844
C -2.379 -3.285 -9.068 -1.16 -0.43 0.90 -0.6178
O -3.493 -2.751 -8.352 -0.98 1.22 0.31 -0.3869
C -3.383 -1.526 -7.605 1.03 0.83 -1.31 -0.5922
C -3.327 -0.200 -8.470 -2.26 1.49 0.97 0.4252
C -3.395 1.073 -7.528 1.14 -0.81 -0.20 -1.5398
N -4.546 0.084 -9.337 1.32 -1.20 0.02 -0.6781
H -1.803 -2.561 -9.644 0.03 -0.06 0.10 0.2948
H -2.877 -4.029 -9.690 0.34 0.21 -0.53 0.2500
H -1.812 -3.890 -8.361 0.74 0.35 -0.03 0.2292
H -4.206 -1.382 -6.904 -0.31 -0.69 -0.24 0.3218
H -2.470 -1.562 -7.011 0.25 0.06 0.19 0.3351
H -2.381 -0.137 -9.008 -0.30 -0.16 -0.51 0.2948
H -4.064 0.918 -6.682 0.24 -0.21 0.23 0.3595
H -3.752 1.985 -8.006 -0.06 -0.34 -0.58 0.4355
H -2.375 1.318 -7.232 -0.10 -0.04 0.66 0.3781
H -4.934 -0.773 -9.704 0.05 -0.27 -0.21 0.2454
H -5.278 0.490 -8.773 0.06 0.05 0.21 0.2460
C -1.319 -7.640 0.712 -0.37 1.03 -1.58 -0.6643
O -0.832 -7.112 -0.550 -0.79 0.91 -0.99 -0.3236
C -1.789 -6.368 -1.460 1.69 -0.15 1.38 -0.7950
C -1.016 -5.897 -2.725 1.43 -0.18 2.38 0.3644
C 0.230 -4.980 -2.464 -0.57 -2.52 0.17 -1.1242
N -1.887 -5.122 -3.484 -2.52 0.60 -1.38 -0.6222
H -2.134 -8.310 0.438 -0.07 -0.29 0.65 0.2852
H -1.663 -6.828 1.352 -0.31 0.08 0.03 0.2626
H -0.505 -8.120 1.255 0.03 -0.20 -0.50 0.2293
H -2.632 -6.981 -1.777 0.04 -0.50 0.09 0.3868
H -2.216 -5.494 -0.969 0.14 0.11 0.40 0.3800
H -0.748 -6.863 -3.155 0.69 0.02 -0.54 0.2546
H 0.926 -5.692 -2.020 0.61 0.49 0.04 0.3022
H 0.055 -4.158 -1.771 -0.23 0.00 -0.33 0.2526
H 0.558 -4.694 -3.463 0.29 0.40 0.27 0.3662
H -2.741 -5.647 -3.610 -0.56 0.11 -0.09 0.2331
H -1.587 -4.954 -4.434 0.49 0.12 0.00 0.2146
C 4.121 -7.512 7.364 -0.26 0.61 0.53 -0.7155
O 3.782 -6.282 6.751 1.88 -0.06 -0.06 -0.3412
C 2.520 -5.711 6.911 0.01 -1.28 -2.13 -0.7174
C 1.955 -5.471 5.424 -0.63 -0.07 1.18 0.5179
C 2.608 -4.423 4.546 1.52 -0.34 1.05 -1.3815
N 0.599 -5.043 5.608 -1.58 -0.04 0.11 -0.6857
H 5.147 -7.764 7.095 -0.35 -0.26 -0.84 0.2420
H 3.345 -8.248 7.151 0.32 -0.42 -0.27 0.3215
H 4.235 -7.476 8.447 -0.52 0.49 0.45 0.2933
H 1.877 -6.471 7.356 -0.50 0.23 0.16 0.4134
H 2.599 -4.843 7.566 -0.30 0.39 -0.25 0.3387
H 1.891 -6.436 4.923 0.43 -0.26 0.17 0.2067
H 2.842 -3.699 5.326 0.62 0.74 -0.61 0.3009
H 1.985 -3.943 3.792 -0.28 -0.38 0.12 0.4476
H 3.492 -4.831 4.055 0.29 0.39 0.13 0.2788
H 0.351 -4.602 4.734 -0.66 0.10 0.15 0.2241
H 0.519 -4.331 6.320 0.00 0.20 0.11 0.2564
N -4.688 6.793 8.071 1.85 0.65 3.90 -0.4325
C -5.342 6.228 7.109 0.76 0.16 -0.62 0.6684
N -5.988 7.076 6.372 -2.78 2.28 -3.06 -0.4158
O -5.191 5.093 6.790 0.25 -3.73 -0.61 -0.6340
H -4.644 7.797 8.168 0.36 -0.54 0.23 0.1824
H -4.105 6.115 8.542 0.18 0.79 0.57 0.2291
H -6.372 7.948 6.707 0.26 -0.23 -0.47 0.1890
H -5.971 6.787 5.404 -0.89 0.52 0.04 0.2149
N -4.037 -1.157 7.441 -2.03 2.40 -3.80 -0.3344
C -3.029 -1.837 7.934 4.70 4.90 -1.12 0.7120
N -3.566 -2.497 8.854 -0.75 -6.82 6.78 -0.3758
O -1.800 -1.564 7.860 -1.88 -1.01 -0.74 -0.7053
H -3.910 -0.303 6.917 -0.25 -0.41 -0.05 0.2029
H -4.920 -1.466 7.822 -0.05 1.27 -0.91 0.1398
H -4.549 -2.722 8.924 0.52 -0.01 0.05 0.1493
H -2.958 -2.941 9.526 -0.18 -0.25 -0.19 0.2094
N -8.101 2.227 4.558 4.20 -0.51 3.00 -0.3885
C -8.791 2.918 3.721 0.27 3.26 -2.37 0.6744
N -9.780 2.116 3.467 -6.45 -1.64 -3.28 -0.4258
O -8.603 4.029 3.223 -0.06 -0.67 0.74 -0.6611
H -7.396 2.773 5.031 0.18 -0.87 0.68 0.2507
H -8.717 1.487 4.863 1.73 0.22 1.70 0.1981
H -10.603 2.473 3.003 0.29 -0.18 -0.21 0.1939
H -9.767 1.121 3.642 -0.11 0.45 -0.27 0.1596
N -7.930 5.809 -1.688 -0.56 -2.82 2.62 -0.3709
C -7.991 6.941 -2.289 -1.38 4.96 1.25 0.6374
N -7.527 6.966 -3.510 1.15 0.42 -4.00 -0.4462
O -8.408 7.988 -1.722 0.73 -1.58 -0.59 -0.6925
H -7.564 4.950 -2.073 -0.03 0.35 0.46 0.1952
H -8.218 5.984 -0.736 0.08 -1.23 0.23 0.2262
H -7.739 6.198 -4.131 0.25 0.11 0.07 0.2142
H -7.505 7.880 -3.940 -0.24 -0.22 0.01 0.2375
N 0.317 1.673 10.539 1.31 -3.87 2.66 -0.3800
C 0.071 2.848 10.046 -0.39 -2.95 -1.71 0.6367
N -0.264 2.737 8.790 -1.33 1.08 -4.74 -0.3875
O 0.082 3.847 10.622 0.21 5.97 3.62 -0.6033
H 0.577 1.623 11.514 0.05 -0.30 -0.36 0.2058
H 0.336 0.866 9.932 0.07 0.04 0.64 0.1664
H -0.656 3.588 8.414 0.12 -0.38 -0.38 0.1957
H -0.346 1.875 8.271 -0.11 0.35 0.23 0.1702
```
Positions in Å, forces in eV/Å.